1.
C19H25N5O3S | ωB97M-V/def2-TZVPD

Each line ends with the Mulliken charge.
Positions of all 53 atoms, in Å:
C: 4.35664 1.32346 2.86401  -1.206
C: 4.42519 2.08491 1.54594  -0.626
C: 4.72106 1.15513 0.36364  0.478
C: 4.91705 1.92319 -0.95774  -0.633
C: 6.21514 2.71882 -0.99735  -1.273
C: 3.59810 0.19816 0.17746  -0.049
N: 2.35494 0.48788 0.25800  -0.742
N: 1.52239 -0.51363 0.00968  0.038
C: 2.11378 -1.61932 -0.28173  0.379
N: 1.52714 -2.81249 -0.57249  -0.066
C: 0.17896 -3.15775 -0.52484  -0.172
O: -0.11779 -4.32774 -0.48379  -0.616
C: -0.78953 -2.04467 -0.55703  0.446
C: -0.70481 -1.01755 -1.50632  -0.918
C: -1.61449 0.00509 -1.51809  -0.392
C: -2.65423 0.08841 -0.56577  1.494
N: -3.42804 1.19356 -0.46383  0.293
C: -3.72903 2.05011 -1.58732  -1.097
C: -3.09539 3.43128 -1.42948  -0.529
C: -3.60362 4.05353 -0.13317  -0.748
C: -3.29742 3.11404 1.02737  -0.707
C: -3.89557 1.72041 0.79721  -0.859
C: -2.80305 -1.02868 0.29495  -0.274
N: -3.98526 -1.24314 1.06797  1.014
O: -5.02325 -0.72943 0.68474  -0.567
O: -3.90984 -1.97596 2.03611  -0.663
C: -1.86716 -2.05881 0.30587  -0.986
S: 3.87792 -1.48963 -0.26188  -0.287
H: 5.28951 0.79547 3.05297  0.307
H: 4.17938 2.01054 3.68744  0.389
H: 3.54620 0.59884 2.84616  0.282
H: 3.47493 2.58741 1.36366  0.295
H: 5.21122 2.83769 1.60880  0.331
H: 5.63182 0.58289 0.57092  0.518
H: 4.92365 1.20232 -1.77976  0.411
H: 4.06375 2.58761 -1.10396  0.304
H: 6.21834 3.50750 -0.25027  0.306
H: 6.33640 3.17942 -1.97479  0.395
H: 7.06819 2.06813 -0.81762  0.323
H: 2.14777 -3.61303 -0.62280  0.258
H: 0.08721 -1.03117 -2.23894  0.420
H: -1.49342 0.79846 -2.23763  0.369
H: -3.41661 1.56933 -2.51354  0.582
H: -4.82035 2.16451 -1.62197  0.375
H: -3.35541 4.05509 -2.28554  0.372
H: -2.00852 3.33449 -1.39054  0.283
H: -3.13151 5.02268 0.03548  0.373
H: -4.68212 4.21133 -0.20346  0.304
H: -2.21473 3.01478 1.13484  0.315
H: -3.69599 3.51623 1.95936  0.369
H: -3.57341 1.07844 1.61650  0.503
H: -4.99064 1.76144 0.80015  0.325
H: -2.01075 -2.88282 0.98915  0.559

Calculated values
SMILES   CCC(CC)c1nnc(NC(=O)c2ccc(N3CCCCC3)c([N+](=O)[O-])c2)s1
DFT total energy   -1636.60621 Ha
Strongest force on any atom   0.03140 hartree/bohr

=====

2.
C19H26BF4N2O2RuSSi2 | ωB97M-V/def2-TZVPD

Each line ends with the Mulliken spin population.
Positions of all 58 atoms, in Å:
Ru: -0.21296 0.20064 -0.77415  3.486
C: 4.34569 -1.32734 -2.39526  0.007
Si: 2.63308 -0.54854 -2.29856  -0.024
C: 1.43553 -1.67159 -3.18183  0.041
C: 2.70897 1.12329 -3.13620  0.004
N: 1.95400 -0.28822 -0.71585  0.375
C: 2.44154 -0.35289 0.52054  0.129
C: 3.82607 -0.50090 0.83316  0.055
C: 4.27969 -0.56334 2.12367  0.015
C: 3.36899 -0.47896 3.19615  0.071
C: 2.02786 -0.33658 2.95835  0.016
C: 1.49291 -0.27278 1.63562  0.126
N: 0.20090 -0.15850 1.35265  0.294
Si: -1.16608 -0.27762 2.41436  -0.047
C: -2.69474 -0.33377 1.34663  0.058
C: -1.24870 1.24518 3.51477  0.009
C: -1.12043 -1.84402 3.44156  0.012
H: 4.52502 -1.58425 -3.44345  0.000
H: 4.40267 -2.24748 -1.81024  -0.001
H: 5.14648 -0.65957 -2.07127  -0.001
H: 1.80634 -1.96146 -4.16968  0.002
H: 0.47449 -1.16803 -3.33059  -0.007
H: 1.23888 -2.57258 -2.59520  -0.004
H: 3.04213 1.05204 -4.17521  0.001
H: 3.39245 1.78691 -2.59867  0.002
H: 1.72030 1.58746 -3.11794  0.001
H: 4.53225 -0.55821 0.01645  -0.010
H: 5.34044 -0.67409 2.31871  0.011
H: 3.73129 -0.52483 4.21740  0.013
H: 1.33997 -0.26685 3.79160  -0.011
H: -2.82482 0.57979 0.75801  -0.011
H: -3.59492 -0.46141 1.95607  0.006
H: -2.62773 -1.18463 0.66273  -0.008
H: -1.25424 2.12965 2.87216  0.003
H: -0.38660 1.32104 4.18064  -0.001
H: -2.15731 1.25254 4.12372  0.001
H: -0.99113 -2.69353 2.76486  0.000
H: -2.06819 -1.97377 3.97310  0.000
H: -0.31344 -1.86430 4.17532  -0.001
O: -2.47631 1.48582 -4.07029  0.017
C: -2.13795 1.28215 -2.90839  -0.001
O: -1.32647 0.35196 -2.54160  0.093
C: -2.77506 2.13547 -1.82460  0.025
C: -4.15957 2.27042 -1.89956  -0.010
C: -4.87342 3.00626 -0.96893  0.018
C: -4.17967 3.65104 0.04797  -0.005
C: -2.80340 3.54545 0.11956  0.010
C: -2.06476 2.78288 -0.79779  -0.014
S: -0.30718 2.72066 -0.61752  0.209
H: -4.66743 1.77860 -2.72010  0.000
H: -5.95267 3.07813 -1.03667  0.003
H: -4.71194 4.23721 0.78969  -0.001
H: -2.25806 4.04992 0.90856  0.001
F: 0.19495 -4.53812 -1.08377  0.000
B: -0.81470 -3.86996 -0.36696  0.033
F: -0.74056 -4.22187 0.99680  -0.001
F: -2.07595 -4.20888 -0.87497  0.000
F: -0.61651 -2.46563 -0.48556  0.013

Calculated values
Multiplicity   6
<S²>   8.78
DFT total energy   -2496.40654 Ha
Total charge   -2
Strongest force on any atom   0.00689 hartree/bohr

=====

3.
C19H26BIN2O5 | ωB97M-V/def2-TZVPD

Each line ends with the Mulliken charge.
Positions of all 54 atoms, in Å:
C: -2.50571 0.90114 6.31914  -0.961
B: -2.07336 -0.30059 5.26961  0.501
O: -2.85690 -1.50912 5.33343  -0.540
C: -0.85830 0.00740 4.24806  0.058
C: -0.50715 1.53565 4.02338  -0.306
C: 0.67316 2.01430 3.10406  -0.902
C: 1.49354 0.90167 2.41005  0.055
C: 1.13312 -0.60463 2.58953  0.594
C: -0.03290 -1.07483 3.50367  0.141
C: -0.32158 -2.63876 3.65980  -0.367
C: -0.78831 -3.30730 2.25361  0.264
O: -0.78792 -4.55875 2.08891  -0.530
I: -1.40295 -2.13657 0.51242  0.053
C: 2.18125 -1.39242 1.68429  0.190
O: 2.52764 -2.59969 1.67908  -0.538
N: 2.80906 -0.37606 0.77246  -0.153
C: 2.01298 -0.11709 -0.50585  -0.202
C: 2.72668 0.96077 -1.48092  -0.823
C: 1.89365 2.35935 -1.59197  -0.624
C: 0.36529 2.15049 -2.03969  0.227
N: -0.15007 3.17109 -3.01464  -0.804
C: 2.76608 0.93641 1.44566  0.216
O: 3.52967 1.92512 1.39445  -0.515
H: -3.16791 0.53372 7.17112  0.305
H: -3.01270 1.73087 5.68745  0.250
H: -1.51282 1.37434 6.68296  0.323
H: -2.90485 -1.71652 6.30286  0.320
H: -1.10285 2.38282 4.52735  0.244
H: 0.95762 3.10156 2.93632  0.386
H: 0.70311 -3.13550 3.87702  0.315
H: -0.99843 -2.92406 4.53007  0.369
H: 0.92907 0.13608 -0.24284  0.179
H: 2.01106 -1.12038 -1.07602  0.323
H: 2.85767 0.47428 -2.50891  0.351
H: 3.78899 1.24459 -1.11828  0.332
H: 1.99215 2.98797 -0.63313  0.208
H: 2.40411 2.98356 -2.42437  0.342
H: 0.26189 1.12590 -2.54512  -0.105
H: -0.28285 2.22058 -1.08577  0.248
H: -0.73184 2.62068 -3.68190  0.297
H: -0.84980 3.72334 -2.48884  0.293
C: -0.36924 -1.66940 -5.80198  -0.575
C: -1.80613 -1.77510 -5.33867  -0.522
C: -1.82719 -0.81074 -4.17029  -0.345
O: -0.86779 0.20918 -4.45124  -0.322
C: -0.06717 -0.20187 -5.56863  -0.390
H: -0.21718 -1.97665 -6.83800  0.345
H: 0.27125 -2.28702 -5.16352  0.260
H: -2.47947 -1.42145 -6.12642  0.257
H: -2.10577 -2.78785 -5.06388  0.326
H: -1.51987 -1.29872 -3.24164  0.120
H: -2.81060 -0.35939 -4.01915  0.313
H: -0.35789 0.40760 -6.43091  0.272
H: 0.98842 -0.01998 -5.35416  0.245

Calculated values
SMILES   CB(O)c1ccc2c(c1CC(=O)I)C(=O)N(CCCCN)C2=O.C1CCOC1
DFT total energy   -1547.66558 Ha
Strongest force on any atom   0.11625 hartree/bohr

=====

4.
C19H26BN7Pb | ωB97M-V/def2-TZVPD

Each line ends with the Mulliken charge.
Positions of all 54 atoms, in Å:
H: -0.48752 -1.87902 -2.66747  0.734
N: 1.18847 -0.69615 -1.86726  0.044
B: 3.34934 0.74221 -1.67873  0.192
N: 2.32765 -0.19342 -2.42442  -0.187
C: 2.32479 -0.51391 -3.72636  -0.187
Pb: -0.84293 -1.11693 -0.52408  1.237
H: 3.12208 -0.17756 -4.34499  0.474
C: 1.17187 -1.22467 -4.03592  -1.229
H: 0.83408 -1.60875 -4.96863  0.459
C: 0.47291 -1.35101 -2.84162  -0.231
H: 4.10592 1.22008 -2.48974  -0.095
C: 0.68203 0.50708 3.57061  -1.098
H: -0.04159 0.97207 4.25579  0.341
H: 0.41230 0.69093 2.50878  0.152
H: 1.70209 0.88068 3.71490  0.321
N: 4.12259 0.06749 -0.51323  0.448
N: 2.40924 1.86377 -1.11719  -0.071
N: 3.41178 -0.51233 0.51919  -0.419
N: 1.24856 1.57515 -0.41270  0.021
C: 5.45617 -0.04926 -0.29582  0.014
C: 2.50674 3.19472 -1.35132  -0.176
H: 6.17266 0.37750 -0.99710  0.463
H: 3.34842 3.58175 -1.90797  0.455
C: 5.63054 -0.74930 0.88762  -0.614
C: 1.37094 3.80744 -0.80289  -1.163
C: 4.32484 -1.02706 1.34199  -0.246
C: 0.62034 2.75104 -0.22427  -0.287
H: 6.56301 -1.01233 1.34925  0.449
H: 1.13654 4.85491 -0.83919  0.424
H: 4.05045 -1.57858 2.21308  0.505
H: -0.33029 2.80862 0.29934  0.551
H: 0.70618 -0.53719 3.77216  0.302
C: -2.79599 -2.73823 1.14561  -1.155
N: -2.29405 -1.56193 1.92103  0.170
C: -2.14342 -1.99211 3.32584  -1.117
C: -3.22827 -0.39139 1.87925  -0.951
C: -3.51333 0.12041 0.48753  0.493
C: -4.83466 0.23021 -0.00002  -0.602
C: -5.10808 0.62115 -1.32317  -0.629
C: -4.04716 1.02432 -2.13036  -0.681
C: -2.72020 1.00232 -1.62910  -0.328
C: -2.46251 0.44590 -0.37883  0.268
H: -2.05395 -3.54700 1.29696  0.392
H: -2.86912 -2.52294 0.05691  0.415
H: -3.79215 -3.09590 1.50304  0.374
H: -1.50327 -2.87679 3.35940  0.370
H: -1.68926 -1.19895 3.92567  0.262
H: -3.11934 -2.25773 3.77619  0.383
H: -4.17281 -0.62302 2.40587  0.465
H: -2.73963 0.40615 2.45048  0.410
H: -5.66823 -0.05142 0.65936  0.418
H: -6.14268 0.63141 -1.70330  0.420
H: -4.24780 1.32050 -3.16067  0.423
H: -1.92427 1.38709 -2.26953  0.618

Calculated values
DFT total energy   -1339.86814 Ha
Total charge   +2
Strongest force on any atom   0.08428 hartree/bohr